--- w ---
# C4H7N3

A cluster of 2 separate species, C4H7N3 in total (wB97M-V/def2-TZVPD, the Open Molecules 2025 dataset).

CARTESIAN COORDINATES (ANGSTROEM)
H (-1.546, 2.897, 0.224)
N (-0.769, 2.255, 0.380)
C (-1.138, 1.046, 0.270)
C (-2.523, 0.671, -0.031)
N (-3.631, 0.441, -0.272)
N (-0.294, -0.072, 0.423)
C (0.959, 0.116, 0.274)
C (1.925, -1.023, 0.326)
H (1.355, 1.120, 0.086)
H (1.422, -1.975, 0.136)
H (2.396, -1.071, 1.315)
H (2.725, -0.878, -0.408)
H (-0.306, -1.895, -1.684)
H (-0.574, -1.631, -1.041)

Summary:
total charge	0
E_LUMO	-0.52	eV
structure (SMILES)	[H]/N=C(C#N)/N=C/C.[H][H]

=====

--- x ---
# C4H7N3

An isolated molecule of C4H7N3 (wB97M-V/def2-TZVPD, the Open Molecules 2025 dataset).

CARTESIAN COORDINATES (ANGSTROEM)
C (-1.595, 0.911, -0.254)
C (-0.182, 0.471, -0.156)
N (0.895, 1.324, -0.318)
N (2.101, 0.688, -0.476)
C (1.794, -0.387, 0.229)
C (0.400, -0.729, 0.173)
N (-0.207, -1.910, 0.585)
H (-2.198, 0.182, -0.797)
H (-2.039, 1.029, 0.747)
H (-1.657, 1.863, -0.780)
H (0.896, 2.331, -0.253)
H (2.575, -1.019, 0.622)
H (-1.147, -2.027, 0.234)
H (0.366, -2.729, 0.444)

Summary:
total charge	0
E_LUMO	0.92	eV
structure (SMILES)	Cc1[nH]ncc1N

=====

--- y ---
# C4H7N3

A structure of composition C4H7N3 (wB97M-V/def2-TZVPD, the Open Molecules 2025 dataset).

CARTESIAN COORDINATES (ANGSTROEM)
C (-2.063, 0.314, 0.170)
C (-0.312, -1.443, -0.257)
C (0.987, -1.388, 0.070)
C (0.460, 0.468, -0.029)
H (-1.995, 1.338, 0.388)
H (-2.632, -0.082, 1.183)
H (-2.755, -0.135, -0.863)
H (-0.723, -2.402, -0.538)
H (1.735, -2.253, -0.025)
H (-0.009, 2.569, -0.722)
H (1.562, 2.194, -0.047)
N (-0.767, -0.188, -0.025)
N (1.549, -0.124, 0.275)
N (0.701, 1.893, -0.121)

Summary:
total charge	0
E_LUMO	0.77	eV

=====

Name the most stable of them. x.

=====

--- w ---
# C4H7N3

An isolated molecule of C4H7N3 (wB97M-V/def2-TZVPD, the Open Molecules 2025 dataset).

CARTESIAN COORDINATES (ANGSTROEM)
C (1.411, 1.396, 0.335)
C (0.184, 1.161, -0.540)
N (-0.812, 0.333, 0.105)
C (-0.859, -0.929, 0.006)
N (-1.993, -1.581, 0.442)
C (0.180, -1.781, -0.585)
N (1.047, -2.433, -0.992)
H (1.987, 0.473, 0.450)
H (1.117, 1.747, 1.330)
H (2.055, 2.154, -0.124)
H (0.485, 0.753, -1.516)
H (-0.318, 2.117, -0.720)
H (-2.566, -0.914, 0.943)
H (-1.918, -2.495, 0.865)

Summary:
total charge	0
E_LUMO	0.59	eV
structure (SMILES)	CC/N=C(/N)C#N

=====

--- x ---
# C4H7N3

A structure of composition C4H7N3 (wB97M-V/def2-TZVPD, the Open Molecules 2025 dataset).

CARTESIAN COORDINATES (ANGSTROEM)
C (-1.809, 0.649, -0.253)
C (-1.011, -0.649, -0.281)
N (0.148, -0.613, 0.590)
C (1.336, -0.145, 0.293)
N (2.202, -0.751, 1.090)
C (1.623, 0.840, -0.727)
N (1.812, 1.637, -1.543)
H (-1.206, 1.488, -0.618)
H (-2.140, 0.880, 0.764)
H (-2.691, 0.562, -0.894)
H (-0.709, -0.888, -1.309)
H (-1.632, -1.478, 0.068)
H (1.009, -1.231, 1.456)
H (3.068, -0.301, 1.364)

Summary:
total charge	0
E_LUMO	0.22	eV

=====

--- y ---
# C4H7N3

A structure of composition C4H7N3 (wB97M-V/def2-TZVPD, the Open Molecules 2025 dataset).

CARTESIAN COORDINATES (ANGSTROEM)
N (0.657, 0.400, 2.162)
C (0.115, -0.049, 0.926)
C (0.686, -0.389, -0.402)
C (-0.471, 0.487, -0.613)
N (-0.323, 1.357, -1.725)
C (-0.624, -1.083, -0.519)
N (-0.697, -1.237, 0.925)
H (1.290, -0.326, 2.505)
H (1.181, 1.265, 2.095)
H (1.642, -0.265, -0.878)
H (-1.134, 1.695, -2.227)
H (0.387, 1.058, -2.391)
H (-1.112, -1.704, -1.254)
H (-1.597, -1.210, 1.396)

Summary:
total charge	0
E_LUMO	1.14	eV

=====

--- z ---
# C4H7N3

An isolated molecule of C4H7N3 (wB97M-V/def2-TZVPD, the Open Molecules 2025 dataset).

CARTESIAN COORDINATES (ANGSTROEM)
C (-1.260, 0.771, 0.558)
N (-0.307, 1.206, 1.176)
C (1.090, 1.040, 1.216)
N (1.725, 0.042, 0.537)
C (1.163, -0.282, -0.823)
C (-0.210, -1.093, -0.554)
N (-1.232, -0.023, -0.709)
H (-2.397, 1.099, 0.735)
H (1.484, 1.469, 2.099)
H (1.933, -0.768, -1.298)
H (0.866, 0.502, -1.472)
H (-0.248, -1.630, -1.441)
H (-0.297, -1.686, 0.459)
H (-2.311, -0.648, -0.483)

Summary:
total charge	0
E_LUMO	0.04	eV
structure (SMILES)	C1=NC=NCCN1

=====

Name the most stable of them. w.